Record 1
The following is a DFT calculation (ωB97M-V/def2-TZVPD) of 2 unconnected molecules or ions with the total composition C4H10N3S.

Summary:
Kohn-Sham gap (spin up / spin down) (eV): 5.40 / 5.40
Net charge: +1
Relative energy (zero: lowest compared OMol25 entry of this formula, charge and spin) (kcal per mole): 66.8
Highest occupied orbital energy (spin up / spin down) (eV): -10.9 / -10.9
LUMO (spin up / spin down) (eV): -5.49 / -5.49

Positions of all 18 atoms, in Å:
C1 0.87 -1.00 -1.04
C2 1.93 -1.59 -0.53
C3 1.18 0.48 0.80
C4 -2.27 -0.50 -0.33
N1 1.47 1.86 0.92
N2 -3.19 0.19 0.31
N3 0.45 0.19 -0.44
S1 2.64 -0.73 0.78
H1 0.60 -1.09 -2.14
H2 2.52 -2.40 -0.92
H3 0.68 0.13 1.61
H4 -2.39 -1.13 -1.18
H5 -1.33 -0.63 0.18
H6 1.86 2.34 1.76
H7 1.89 2.03 0.07
H8 -3.07 0.42 1.28
H9 -4.09 0.46 -0.09
H10 0.24 0.96 -1.03

Record 2
The following is a DFT calculation (ωB97M-V/def2-TZVPD) of a molecular structure, C16H18F4N2S5SbSe4Ti.

Summary:
Kohn-Sham gap (eV): 6.05
Net charge: -1
Relative energy (zero: lowest compared OMol25 entry of this formula, charge and spin) (kcal per mole): 3.2
Highest occupied orbital energy (eV): -4.8
LUMO (eV): 1.20

Positions of all 51 atoms, in Å:
Ti1 1.02 -0.42 -0.34
C1 -1.19 2.74 1.67
C2 -0.01 1.99 1.07
N1 -0.16 1.46 -0.33
C3 0.30 2.47 -1.32
C4 -0.30 3.86 -1.22
C5 -1.54 1.02 -0.63
C6 -1.91 -0.20 0.21
N2 -0.70 -0.95 0.53
C7 -0.88 -2.05 1.37
C8 0.05 -2.33 2.38
F1 1.07 -1.49 2.57
C9 -0.06 -3.43 3.21
F2 0.88 -3.63 4.14
C10 -1.11 -4.31 3.10
C11 -2.05 -4.05 2.13
F3 -3.10 -4.87 1.98
C12 -1.95 -2.95 1.29
F4 -2.93 -2.81 0.37
H1 -0.86 3.11 2.64
H2 -2.06 2.09 1.83
H3 -1.50 3.59 1.07
H4 0.24 1.15 1.73
H5 0.87 2.63 1.05
H6 0.08 2.06 -2.31
H7 1.39 2.55 -1.21
H8 -1.39 3.85 -1.25
H9 0.06 4.45 -2.06
H10 0.03 4.37 -0.31
H11 -1.55 0.75 -1.69
H12 -2.25 1.83 -0.49
H13 -2.63 -0.79 -0.36
H14 -2.41 0.12 1.13
H15 -1.19 -5.17 3.75
C13 3.16 -0.90 -3.26
S1 1.65 0.00 -2.83
C14 0.37 -1.21 -2.87
C15 0.33 -2.31 -2.08
S2 1.55 -2.75 -0.93
S3 -1.14 -3.25 -2.21
C16 -1.97 -2.26 -3.37
S4 -3.46 -2.59 -3.96
S5 -1.02 -0.91 -3.90
H16 3.97 -0.27 -2.88
H17 3.22 -0.99 -4.34
H18 3.18 -1.86 -2.76
Se1 5.94 2.28 2.68
Sb1 3.74 3.03 2.24
Se2 2.05 2.96 3.93
Se3 3.23 4.22 0.23
Se4 2.96 0.16 0.60

Record 3
The following is a DFT calculation (ωB97M-V/def2-TZVPD) of a single C5H8O molecule.

Summary:
Kohn-Sham gap (eV): 9.53
Relative energy (zero: lowest compared OMol25 entry of this formula, charge and spin) (kcal per mole): 118.1
Highest occupied orbital energy (eV): -8.5
LUMO (eV): 1.01

Positions of all 14 atoms, in Å:
C1 -1.73 -0.70 0.08
C2 -0.76 0.39 -0.30
O1 -0.25 1.11 0.86
C3 1.08 0.87 0.48
C4 1.34 -0.95 0.23
C5 0.68 0.00 -0.69
H1 -2.59 -0.27 0.61
H2 -1.23 -1.43 0.71
H3 -2.10 -1.20 -0.83
H4 -1.20 1.11 -1.00
H5 1.77 1.70 0.36
H6 2.40 -0.94 -0.08
H7 1.53 0.10 1.26
H8 1.06 0.21 -1.69

Record 4
The following is a DFT calculation (ωB97M-V/def2-TZVPD) of 13 unconnected molecules or ions with the total composition H25O13.

Summary:
Kohn-Sham gap (eV): 9.31
Net charge: -1
Relative energy (zero: lowest compared OMol25 entry of this formula, charge and spin) (kcal per mole): 81.0
Highest occupied orbital energy (eV): -6.9
LUMO (eV): 2.37

Positions of all 38 atoms, in Å:
O1 1.80 -3.03 -1.46
H1 1.17 1.51 -0.94
H2 -0.01 -0.49 3.90
O2 0.37 -3.70 0.82
H3 1.04 -3.59 0.19
H4 2.57 1.06 -0.29
O3 -0.65 -1.13 4.12
H5 -1.19 -1.36 3.41
O4 -0.58 4.12 0.49
H6 -0.05 4.11 -0.35
H7 -1.08 3.20 0.34
O5 -2.83 -1.78 2.13
H8 1.82 -3.90 -1.73
H9 -3.02 -1.00 1.58
O6 -1.20 -2.45 -1.18
H10 -0.91 -1.63 -1.05
H11 -2.14 -2.62 -0.85
O7 -2.94 0.58 0.39
H12 0.90 2.82 -2.54
H13 0.54 0.60 -3.06
O8 1.81 0.63 -0.85
H14 -2.57 -2.45 1.52
H15 -1.99 0.84 0.06
O9 0.83 0.41 -3.94
H16 -0.41 -4.20 0.43
H17 -1.05 1.15 -2.03
O10 1.51 3.22 1.88
H18 0.79 3.87 1.68
H19 1.87 2.90 1.09
O11 2.63 -1.33 1.20
H20 2.55 -2.15 0.79
H21 1.83 0.27 -3.81
O12 -1.52 1.83 -1.46
H22 -0.61 2.47 -1.52
H23 2.38 -0.47 0.66
O13 0.75 2.71 -1.57
H24 -3.26 1.24 -0.27
H25 0.97 -2.79 -1.77

Record 5
The following is a DFT calculation (ωB97M-V/def2-TZVPD) of a molecular structure, C13H26CoN4OP2S.

Summary:
Kohn-Sham gap (spin up / spin down) (eV): 7.24 / 5.63
Net charge: +1
Spin multiplicity: 5
Relative energy (zero: lowest compared OMol25 entry of this formula, charge and spin) (kcal per mole): 2.0
Highest occupied orbital energy (spin up / spin down) (eV): -9.2 / -10.4
LUMO (spin up / spin down) (eV): -1.95 / -4.73

Positions of all 48 atoms, in Å:
Co1 -0.33 0.01 0.10
P1 0.48 1.98 0.04
P2 1.50 -1.08 0.51
N1 -1.68 0.70 -0.97
N2 -0.97 -1.63 -0.66
H1 -3.34 0.11 -2.06
H2 -3.00 -2.25 -0.55
H3 -3.55 -0.04 -0.28
C1 -2.82 -0.16 -1.12
H4 -2.39 -1.95 -2.20
C2 -2.35 -1.60 -1.15
H5 -2.74 2.42 -0.43
H6 -0.76 -3.71 -0.84
C3 -1.97 2.09 -1.16
C4 -0.30 -2.77 -0.50
H7 -0.90 3.91 -0.61
C5 -0.69 2.92 -1.02
H8 -0.23 3.03 -2.01
H9 2.66 -0.91 -0.28
H10 2.05 -1.26 1.81
H11 1.70 2.28 -0.61
H12 0.47 2.83 1.19
O1 2.68 0.02 -2.35
C6 1.93 0.03 -3.34
C7 1.64 1.32 -4.08
C8 1.24 -1.21 -3.85
H13 -2.41 2.25 -2.13
H14 0.91 1.89 -3.50
H15 2.58 1.89 -4.12
H16 1.26 1.13 -5.08
H17 0.51 -1.56 -3.10
H18 0.71 -1.00 -4.79
H19 1.98 -2.00 -4.00
C9 0.97 -2.72 0.06
H20 1.58 -3.61 0.17
C10 0.23 -1.96 4.09
N3 0.27 -0.51 4.12
C11 0.97 0.27 5.04
C12 0.78 1.57 4.70
N4 -0.04 1.57 3.58
C13 -0.35 0.29 3.21
S1 -1.35 -0.24 1.92
H21 -0.80 -2.32 4.17
H22 0.67 -2.35 3.15
H23 0.82 -2.33 4.94
H24 1.53 -0.19 5.84
H25 1.15 2.47 5.15
H26 -0.32 2.38 3.04

Record 6
The following is a DFT calculation (ωB97M-V/def2-TZVPD) of a molecular structure, C22H13F5HgN4SSe.

Summary:
Kohn-Sham gap (spin up / spin down) (eV): 4.13 / 6.14
Net charge: -1
Spin multiplicity: 2
Highest occupied orbital energy (spin up / spin down) (eV): -2.5 / -4.5
LUMO (spin up / spin down) (eV): 1.67 / 1.68

Positions of all 47 atoms, in Å:
Hg1 -0.76 -1.42 -0.04
C1 2.74 1.35 -4.08
C2 3.17 0.03 -4.18
C3 2.51 -0.99 -3.50
C4 1.38 -0.70 -2.71
C5 0.92 0.63 -2.68
C6 1.60 1.64 -3.33
N1 0.70 -1.64 -1.97
N2 1.23 -2.85 -1.97
C7 0.55 -3.77 -1.19
C8 0.92 -5.12 -1.37
C9 0.27 -6.14 -0.70
C10 -0.77 -5.84 0.19
C11 -1.10 -4.51 0.42
C12 -0.45 -3.48 -0.25
H1 3.29 2.14 -4.58
H2 4.03 -0.21 -4.79
H3 2.84 -2.01 -3.57
H4 0.01 0.85 -2.12
H5 1.24 2.66 -3.26
H6 1.73 -5.33 -2.06
H7 0.56 -7.17 -0.87
H8 -1.30 -6.63 0.71
H9 -1.87 -4.29 1.15
F1 0.14 2.77 6.46
C13 0.18 2.37 5.18
C14 0.53 3.25 4.18
F2 0.80 4.53 4.49
C15 0.59 2.82 2.87
F3 0.92 3.73 1.94
C16 0.33 1.50 2.50
Se1 0.60 0.93 0.70
C17 -0.04 0.65 3.53
F4 -0.35 -0.63 3.27
C18 -0.11 1.06 4.85
F5 -0.45 0.19 5.82
S1 -3.06 -0.12 -1.04
C19 -2.71 1.46 -0.58
N3 -2.67 1.76 0.76
C20 -2.36 2.97 1.24
C21 -2.12 3.99 0.37
C22 -2.20 3.66 -1.00
N4 -2.50 2.47 -1.46
H10 -2.76 0.97 1.38
H11 -2.32 3.08 2.31
H12 -1.86 4.97 0.71
H13 -2.01 4.42 -1.75

Number 1: strongest force on any atom 3.38 eV Å⁻¹. Number 2: strongest force on any atom 0.95 eV Å⁻¹. Number 3: strongest force on any atom 0.38 eV Å⁻¹. Number 4: strongest force on any atom 7.15 eV Å⁻¹. Number 5: strongest force on any atom 2.72 eV Å⁻¹. Number 6: strongest force on any atom 0.75 eV Å⁻¹.